C46H104N5O2 | ωB97M-V with the def2-TZVPD basis set

Geometry as XYZ:
```
157
Properties=species:S:1:pos:R:3:forces:R:3:mulliken_charge:R:1
C -1.077892 -0.133270 -0.261740 0.83 0.19 -0.17 0.837
C -1.758592 -0.467460 1.041450 0.71 -0.50 0.41 1.476
C -2.722502 -1.617880 0.784550 -1.18 -0.20 0.02 -1.437
O -0.906062 -0.685630 2.072740 0.86 -0.46 0.43 -0.882
H -0.310822 0.632610 -0.147120 -0.47 0.92 0.09 -0.284
H -1.839182 0.098390 -1.006650 0.34 0.18 -0.47 -0.561
H -0.385262 -0.905940 -0.595410 -0.49 -0.88 -0.26 -0.061
H -2.353492 0.405480 1.310090 -0.95 0.76 -0.17 -0.610
H -3.322582 -1.797960 1.676500 0.28 -0.38 0.28 0.449
H -2.292882 -2.540440 0.394170 0.61 -0.13 0.44 -0.050
H -3.490512 -1.440300 0.031740 -0.15 0.60 -0.40 0.223
C 2.109138 2.008180 -2.541800 0.30 0.54 -1.38 -0.558
C 1.018048 1.694140 -3.647270 -0.60 -1.01 -1.59 1.528
C 0.190408 2.978530 -4.168970 1.09 -0.81 0.50 -0.992
O 1.271238 0.741170 -4.647060 0.38 1.28 1.90 -0.871
H 1.619748 2.559550 -1.738940 -0.10 0.00 0.37 -0.124
H 2.954128 2.613070 -2.870740 0.12 0.17 -0.29 0.459
H 2.548108 1.079410 -2.177410 -0.22 -0.25 0.01 -0.093
H 0.307208 1.262690 -2.942540 -1.18 -0.41 0.55 -0.887
H -0.793112 2.642000 -4.496910 -0.03 -0.13 0.19 0.206
H 0.577038 3.540510 -5.019140 0.57 -0.27 0.03 0.440
H 0.109318 3.675660 -3.334980 -0.28 0.22 0.05 0.061
C -5.941822 0.357300 1.183610 -0.62 0.36 0.01 -1.600
C -5.111722 1.344000 0.397640 -0.31 0.11 -2.00 2.386
C -5.940452 2.215460 -0.627010 0.93 0.61 0.60 -1.052
N -5.342602 2.294250 -2.052590 -2.69 0.41 0.85 0.452
C -6.151722 3.364020 -2.870790 0.11 -1.94 0.61 -1.060
C -5.440792 0.913030 -2.703860 0.23 0.88 -0.50 -0.678
C -4.026732 0.597480 -3.133090 1.27 0.27 -0.28 0.405
C -3.207722 1.960490 -3.083190 -1.45 -0.65 0.32 0.677
C -3.924912 2.721330 -1.998130 0.12 0.02 0.47 -0.342
H -6.874812 0.855190 1.447680 0.15 -0.02 1.05 0.479
H -5.321882 -0.037200 1.988690 -0.53 0.14 0.33 0.365
H -6.331782 -0.496550 0.629580 0.53 -0.05 -0.51 0.311
H -4.380322 0.745420 -0.145370 0.34 0.22 -0.05 -0.740
H -4.574882 2.084500 0.990580 0.06 -0.48 0.41 -0.796
H -5.887362 3.246740 -0.278080 -0.04 0.12 0.00 0.345
H -7.004172 1.981110 -0.586010 0.09 -0.37 -0.79 0.365
H -6.157802 4.246750 -2.231380 -0.04 0.12 -0.68 0.373
H -7.139182 2.943800 -3.061670 -0.22 0.19 0.66 0.423
H -5.765232 3.408690 -3.888990 0.71 0.58 0.36 0.396
H -6.081332 1.055530 -3.574210 0.01 -0.11 0.05 0.425
H -5.921222 0.161440 -2.077440 0.18 0.35 0.34 0.291
H -4.106362 0.277260 -4.171950 0.54 -0.34 0.15 0.681
H -3.547982 -0.168650 -2.523220 -0.16 -0.04 -0.04 -0.783
H -3.364122 2.365050 -4.083170 0.70 0.57 0.23 0.546
H -2.196942 1.987270 -2.676120 0.40 -0.82 -1.17 -0.961
H -3.819192 3.806180 -2.001400 -0.36 0.05 -0.42 0.437
H -3.532882 2.427920 -1.024310 0.04 -0.26 -0.10 -0.277
C 8.460028 0.596030 1.268340 -0.22 -0.27 0.19 -1.406
C 7.045168 0.858870 0.775000 -0.64 -0.15 0.66 -0.081
C 6.053048 0.815620 1.928790 -1.09 1.13 0.60 -0.822
N 4.555418 1.017970 1.582310 -1.31 0.46 -1.68 0.653
C 4.418328 2.424370 0.993700 0.56 -1.11 -0.17 -0.862
C 4.077318 0.000060 0.546230 0.20 -0.05 -0.46 -1.695
C 2.548198 -0.000620 0.619510 -0.51 -0.33 -1.18 2.016
C 2.056328 0.509650 1.968330 2.75 0.19 0.68 0.893
C 3.476828 0.793100 2.673720 0.21 -0.64 -0.46 -0.960
H 8.988678 0.385060 0.338760 0.68 0.00 0.52 0.378
H 8.545018 -0.204690 2.003000 0.00 -0.37 -0.35 0.370
H 8.837018 1.474970 1.791260 0.21 0.09 -0.35 0.374
H 6.700828 0.089780 0.083600 0.44 0.25 -0.52 0.284
H 7.175508 1.853900 0.349530 -0.87 -0.14 -0.48 0.257
H 6.203408 1.693230 2.557510 0.47 -0.43 0.58 0.414
H 6.119728 -0.131940 2.463370 0.00 0.13 0.16 0.430
H 3.424318 2.640790 0.602270 -0.11 -0.26 0.43 0.132
H 5.083898 2.411840 0.130590 0.05 0.51 0.20 0.410
H 4.742498 3.095070 1.789420 -0.12 0.21 -0.33 0.339
H 4.526468 0.246340 -0.415900 -0.56 0.73 -0.17 0.805
H 4.502878 -1.000300 0.625470 0.17 0.04 1.29 0.132
H 2.199638 0.574740 -0.238140 -0.33 0.19 0.28 -1.071
H 2.104468 -0.986740 0.482500 0.37 -0.21 -0.26 -0.197
H 1.372808 1.354450 1.883440 0.28 0.03 0.21 -0.303
H 1.576318 -0.273370 2.555340 -0.28 0.25 -0.17 -0.331
H 3.438838 1.534510 3.471830 0.51 0.13 -0.27 0.477
H 3.946228 -0.131860 3.008720 -0.93 -0.26 0.96 0.372
C -2.009872 -2.976870 -3.127020 2.12 1.62 -0.08 -0.600
C -0.601262 -2.589940 -3.807660 -1.34 -0.04 0.51 0.225
C 0.425038 -3.579650 -3.299950 -0.72 -0.20 -0.85 -0.930
N 1.829628 -3.400760 -3.817470 1.96 -1.53 2.46 0.503
C 2.529138 -2.338110 -2.848180 -0.13 -1.51 -1.60 -0.648
C 2.097178 -3.047750 -5.276370 -0.10 -0.31 0.45 -0.608
C 3.537128 -3.562610 -5.510960 -0.75 0.39 0.64 -0.696
C 3.454838 -4.965770 -4.859110 0.68 -0.04 -1.48 -0.778
C 2.589128 -4.778890 -3.646670 -0.31 -0.33 0.46 -0.367
H -2.582332 -2.051470 -3.190510 -0.43 -0.36 -0.11 -0.040
H -1.701712 -3.049620 -2.084020 -0.64 -0.40 0.30 -0.009
H -2.564192 -3.848080 -3.476050 0.35 0.11 -0.14 0.460
H -0.331542 -1.573910 -3.519510 -0.12 0.17 0.13 -0.137
H -0.711132 -2.534470 -4.890690 0.28 -0.42 -0.04 0.493
H -0.001472 -4.556750 -3.526810 0.66 -0.32 -0.54 0.362
H 0.485328 -3.609390 -2.212020 0.13 0.47 0.06 0.202
H 1.919138 -1.448860 -3.007010 0.57 0.47 0.22 0.041
H 3.580698 -2.324440 -3.134770 -0.28 0.79 -0.64 0.564
H 2.654518 -2.723330 -1.836260 -1.12 -0.19 0.09 -0.089
H 1.825768 -1.995360 -5.359480 0.36 0.16 -0.41 0.409
H 1.452258 -3.692680 -5.873230 -0.37 0.24 0.04 0.454
H 4.221958 -2.931420 -4.944650 0.18 -0.06 -0.09 0.250
H 3.848888 -3.490410 -6.552920 -0.23 -0.33 0.07 0.466
H 4.435988 -5.420270 -4.721730 0.13 0.44 0.73 0.364
H 3.021318 -5.732330 -5.501420 -0.47 0.44 -0.41 0.330
H 3.159228 -4.895430 -2.724980 -0.02 0.99 0.20 0.278
H 1.877038 -5.599420 -3.558640 -0.41 0.38 -0.25 0.425
C 3.667788 -3.422070 1.861740 -0.72 -1.50 -0.22 -1.417
C 2.295688 -4.098330 1.377740 0.32 0.34 1.18 -0.229
C 1.037988 -3.478850 2.051290 -1.31 -1.46 -1.08 -0.257
N 0.412308 -4.235620 3.270030 0.54 2.85 1.75 0.581
C 1.038318 -3.536550 4.536520 -0.68 -1.67 -0.73 -0.851
C -1.113952 -3.936650 3.415040 -0.45 -0.27 -0.18 -0.199
C -1.628582 -4.965790 4.423000 -0.08 0.14 -0.54 -0.853
C -0.716672 -6.154100 4.218450 1.20 -0.71 0.23 -0.608
C 0.438588 -5.773600 3.248630 -1.32 1.19 0.51 -0.769
H 4.538368 -3.523290 1.213720 -0.46 0.14 -0.84 0.490
H 4.078028 -4.002300 2.688260 -0.45 0.35 0.65 0.484
H 3.537188 -2.369330 2.112310 -0.10 -0.16 0.15 0.184
H 2.207338 -5.161920 1.599270 0.77 -0.13 0.25 0.673
H 2.166668 -4.138850 0.296160 0.00 0.74 -0.07 -0.099
H 0.156298 -3.626950 1.427750 0.43 0.49 -0.89 -0.043
H 1.113378 -2.402980 2.209160 -0.31 -0.18 0.57 -0.077
H 2.089408 -3.824740 4.520210 -0.12 0.10 0.49 0.314
H 0.442468 -3.899180 5.374110 0.67 -0.23 0.23 0.490
H 0.889858 -2.456760 4.526530 0.01 -0.15 -0.68 0.165
H -1.395292 -2.940260 3.755880 0.95 0.34 -0.40 0.174
H -1.556512 -4.050320 2.425430 0.11 -0.16 -0.03 0.427
H -1.668862 -4.546790 5.428440 0.32 -0.19 0.03 0.380
H -2.640222 -5.316400 4.218610 -0.08 0.54 -0.21 0.358
H -0.202242 -6.461420 5.128960 -0.53 -0.28 0.17 0.310
H -1.299362 -6.975880 3.802220 0.38 -0.19 0.18 0.404
H 1.367888 -6.216700 3.606640 0.14 0.37 -0.53 0.421
H 0.145718 -6.016890 2.227290 0.50 -0.20 -0.04 0.366
C -1.019252 4.727370 -1.123300 -0.44 -0.10 1.13 -1.076
C -1.584822 4.956770 0.292830 0.27 -0.74 0.59 -0.474
C -0.957092 3.940220 1.314590 -1.18 1.52 0.57 -0.290
N -1.486072 4.119260 2.859490 0.54 -2.13 -1.25 0.741
C -0.864962 2.943120 3.646870 1.69 2.03 0.84 -1.551
C -3.013772 4.098310 3.035160 0.28 1.25 0.55 0.128
C -3.286602 5.562280 3.357460 -1.55 1.00 -1.33 -0.724
C -2.161432 6.083890 4.197210 0.21 -0.67 0.81 -0.679
C -0.993822 5.443480 3.465170 0.98 0.53 -0.52 -0.641
H -1.184592 3.725430 -1.519410 -0.15 0.05 -0.01 -0.303
H 0.059068 4.865580 -1.044440 -0.02 0.27 -0.54 0.624
H -1.531922 5.490150 -1.709320 0.56 -0.19 -0.56 0.477
H -2.672342 4.890170 0.323840 -0.15 -0.35 -0.13 0.268
H -1.403012 6.016640 0.470940 0.36 -0.10 0.69 0.473
H 0.127618 4.041460 1.349880 -0.03 0.22 0.32 0.515
H -1.156262 2.921480 0.982000 -0.36 -0.12 0.41 -0.157
H -1.027192 3.117710 4.710490 -0.84 -0.14 -0.04 0.471
H 0.181958 3.245420 3.620780 0.36 -0.61 -0.37 0.511
H -0.941442 1.885040 3.396450 -0.85 0.20 -0.86 0.447
H -3.259042 3.491420 3.906730 0.23 -0.27 -0.22 0.505
H -3.566342 3.762900 2.157510 0.46 -0.16 0.01 -0.543
H -4.296752 5.812200 3.681850 0.04 -0.56 0.64 0.550
H -3.292642 6.111390 2.415890 0.35 0.05 -0.36 0.229
H -2.287282 5.759100 5.230050 0.28 -0.44 0.06 0.316
H -2.092752 7.166070 4.307980 0.05 -0.03 -0.61 0.423
H -0.024602 5.335480 3.952030 -0.41 -0.69 0.74 0.398
H -0.641622 6.097080 2.667130 -0.73 -0.07 -0.55 0.272
```
Positions in Å, forces in eV/Å.

- spin multiplicity = 1
- total charge = +3

***

C5H11O2 | ωB97M-V with the def2-TZVPD basis set

Geometry as XYZ:
```
18
Properties=species:S:1:pos:R:3:forces:R:3:nbo_charge:R:1
C -1.437812 -0.097814 -1.179439 0.21 0.24 -1.14 -0.633
C -1.579309 -0.334926 -2.694774 0.08 -0.68 -0.03 -0.603
H -2.424591 -0.268203 -0.757287 0.10 0.28 0.58 0.179
H -0.668767 -0.721180 -0.740318 -0.21 -0.41 0.18 0.273
H -1.067301 0.924339 -1.049522 -0.39 -0.04 0.32 0.199
H -2.334971 -1.097345 -2.922868 -0.21 0.26 0.13 0.178
H -0.685465 -0.773742 -3.143584 0.25 0.48 0.08 0.211
H -1.846749 0.591669 -3.202455 0.00 -0.10 -0.22 0.183
C 1.223776 0.727143 1.398935 0.65 0.70 -0.32 -0.532
C 0.914383 0.081894 2.747736 -0.31 -0.87 -0.54 -0.630
C 1.527395 -0.220161 0.210830 0.10 -1.02 0.34 0.763
O 1.083982 -1.391922 0.329562 -0.10 0.03 0.00 -0.808
O 2.215923 0.225307 -0.726765 -0.14 0.50 -0.06 -0.782
H 0.478541 1.456584 1.065021 -0.28 -0.22 0.09 0.196
H 2.123426 1.344590 1.462766 0.09 0.00 0.21 0.199
H 1.086179 -0.996740 2.680275 0.50 0.09 -0.15 0.237
H -0.151422 0.060194 2.984332 -0.01 0.67 0.28 0.190
H 1.542784 0.490314 3.537555 -0.33 0.11 0.24 0.182
```
Positions in Å, forces in eV/Å.

- spin multiplicity = 1
- total charge = -1

***

C3H4O2 | ωB97M-V with the def2-TZVPD basis set

Geometry as XYZ:
```
9
Properties=species:S:1:pos:R:3:forces:R:3:nbo_charge:R:1
C -0.874810 -0.518445 -0.693779 1.75 3.07 -1.41 0.452
C 0.512421 0.174546 -0.457530 -2.52 1.93 1.28 -0.606
C 0.412075 0.342999 1.106129 0.83 2.78 -2.24 0.436
H -0.811803 -1.402319 -0.138850 -1.04 -2.25 0.79 0.099
H 0.708671 1.123271 -1.006519 -0.47 -0.62 0.61 0.244
H 1.205894 -0.533222 -0.744268 1.78 -1.70 -0.33 0.230
H 0.136198 -0.527839 1.609220 -0.36 -1.88 1.27 0.108
O -1.771466 -0.066681 -1.344432 -0.08 -0.61 0.30 -0.476
O 0.482822 1.407691 1.670030 0.12 -0.71 -0.27 -0.486
```
Positions in Å, forces in eV/Å.

- spin multiplicity = 1
- total charge = 0
- SMILES = O=CCC=O

***

C7H12N2O2 | ωB97M-V with the def2-TZVPD basis set

Geometry as XYZ:
```
23
Properties=species:S:1:pos:R:3:forces:R:3:nbo_charge:R:1
C 0.864337 0.272431 -0.385347 -0.19 1.11 0.12 0.021
C 2.316249 0.401128 -0.400945 1.55 0.49 -0.45 0.248
C -0.143702 1.397899 -0.247934 0.31 -0.10 0.10 -0.428
C -1.265566 0.797423 0.616491 0.02 -0.20 0.10 -0.247
C -0.583942 -0.377813 1.347352 -0.88 -0.06 -0.25 0.244
C -2.445233 0.334896 -0.228825 0.07 0.05 0.09 -0.608
C 1.108514 -1.991295 -1.426163 0.48 -0.30 0.12 -0.428
N 0.287852 -0.978659 -0.796545 -0.58 0.17 -0.21 -0.265
N 0.594432 -0.774323 0.582686 0.31 -0.85 0.76 -0.262
O 2.688454 1.661016 -0.209826 -0.54 -0.31 0.12 -0.655
O -0.179786 0.032939 2.621406 0.21 0.19 0.09 -0.711
H 0.341209 2.241980 0.244083 -0.05 0.00 -0.07 0.231
H -0.509657 1.714172 -1.222116 -0.02 0.10 -0.05 0.225
H -1.603481 1.509145 1.373055 0.01 -0.02 -0.07 0.227
H -1.246093 -1.257979 1.418052 0.15 0.18 -0.09 0.161
H -2.889482 1.183078 -0.745569 -0.09 0.06 -0.05 0.206
H -3.204851 -0.121425 0.398856 -0.18 -0.08 0.05 0.206
H -2.111383 -0.391662 -0.966126 -0.07 0.00 -0.03 0.228
H 0.995264 -1.883344 -2.504462 0.01 -0.03 -0.01 0.203
H 2.163487 -1.911025 -1.148202 -0.18 -0.10 -0.06 0.220
H 0.718350 -2.960603 -1.114876 0.01 0.01 -0.10 0.202
H 3.656873 1.719197 -0.162530 -0.35 -0.29 -0.10 0.503
H 0.448156 -0.617176 2.957486 0.01 -0.01 -0.01 0.479
```
Positions in Å, forces in eV/Å.

- spin multiplicity = 1
- total charge = 0

***

These records have HOMO-LUMO gap values of 0.196; 0.299; 0.377; 0.334 Eh, in the order they appear.
These records have F_max values of 3.5; 1.2; 3.8; 1.7 eV/A, in the order they appear.
These records have E_tot values of -60901.999; -9459.624; -7269.198; -14524.626 eV, in the order they appear.